[1]
21
Properties=species:S:1:pos:R:3:forces:R:3:nbo_charge:R:1 method="wB97M-V/def2-TZVPD" smiles="C=CC(=C)N.O.O.O" gap_ev=8.78 e_lumo_ev=0.4 de_lowest_ev=2.523
N -0.598 1.999 0.574 -0.756 -0.300 0.253 -0.85
C 0.796 2.008 0.738 -0.388 -0.814 0.515 0.13
C 1.324 2.483 1.868 0.253 0.422 0.203 -0.46
C 2.785 0.778 -0.119 0.594 0.196 0.150 -0.35
C 1.493 1.050 -0.166 0.009 0.556 -0.264 -0.22
H -1.058 2.127 -0.311 0.474 0.046 -0.277 0.39
H -1.164 2.383 1.317 0.320 0.158 -0.029 0.39
H 2.372 2.435 2.124 0.019 -0.350 -0.212 0.20
H 0.714 2.926 2.646 -0.160 0.257 -0.269 0.19
H 3.276 -0.025 -0.647 -0.273 -0.010 -0.385 0.20
H 3.463 1.361 0.496 -0.167 -0.078 0.184 0.19
H 0.846 0.531 -0.866 0.014 -0.162 0.146 0.20
H -1.611 -0.995 -0.699 0.094 0.212 0.143 0.46
H -1.311 -0.163 0.583 0.025 0.137 -0.271 0.49
O -1.608 -1.026 0.262 -0.115 -0.309 0.098 -0.96
H -4.589 0.114 -0.538 0.028 0.161 0.404 0.47
H -4.248 1.172 -1.524 -0.041 0.322 0.091 0.46
O -4.453 1.071 -0.586 0.072 -0.445 -0.486 -0.93
H 1.573 -6.064 -1.707 0.152 -0.095 -0.040 0.47
H 0.534 -7.149 -1.614 0.035 -0.162 -0.025 0.47
O 1.463 -7.015 -1.830 -0.188 0.259 0.070 -0.93



[2]
23
Properties=species:S:1:pos:R:3:forces:R:3:nbo_charge:R:1 method="wB97M-V/def2-TZVPD" smiles="CN=C=O.CN=C=O.CCP=S" gap_ev=7.89 e_lumo_ev=0.0 de_lowest_ev=0.000
C -1.683 -0.486 0.304 0.071 -0.569 -1.655 0.85
C -1.100 2.766 0.919 1.168 0.391 0.278 0.87
C 2.961 -1.737 -1.109 1.716 -0.913 -2.215 -0.63
C -4.110 -0.128 -0.259 -0.484 0.786 -0.103 -0.43
C 1.300 3.222 1.508 0.831 0.990 0.812 -0.41
C 2.026 -2.573 -0.331 0.703 -0.972 1.952 -0.84
N -2.724 -0.538 -0.234 -2.971 0.195 0.067 -0.47
N 0.023 3.166 0.989 -3.137 -1.190 -0.809 -0.52
O -0.536 -0.646 0.436 2.067 0.598 1.827 -0.58
O -2.229 2.456 0.798 0.121 -0.042 -0.037 -0.57
P 0.342 -2.600 -0.828 -1.693 -0.287 -1.125 0.77
S 0.376 -1.811 -2.584 -0.771 -0.022 -0.310 -0.50
H 2.885 -2.082 -2.196 -0.070 0.826 1.294 0.23
H 2.740 -0.663 -1.082 0.328 -0.313 0.121 0.22
H 4.015 -2.035 -0.896 -0.569 0.845 0.389 0.21
H -4.479 -0.107 -1.351 0.628 0.449 1.947 0.23
H -4.794 -0.743 0.319 0.325 -1.143 -0.292 0.21
H -4.242 0.779 0.387 0.375 0.048 -1.509 0.23
H 1.499 4.281 1.523 0.916 0.312 0.221 0.21
H 1.454 2.815 2.490 -0.585 -0.113 0.752 0.20
H 2.019 2.703 0.935 0.707 -0.382 -1.200 0.21
H 2.021 -2.360 0.784 0.253 -0.543 -1.089 0.24
H 2.234 -3.680 -0.522 0.069 1.049 0.683 0.25



[3]
10
Properties=species:S:1:pos:R:3:forces:R:3:nbo_charge:R:1 method="wB97M-V/def2-TZVPD" smiles="[H]/P=N/[C@@H](C)Br" gap_ev=7.40 e_lumo_ev=-1.4 de_lowest_ev=2.457
C -0.030 1.073 -0.139 0.967 1.576 -0.348 -0.69
C -0.496 -0.212 0.490 -0.498 -0.644 -2.280 0.18
N -0.061 -1.449 0.156 -0.444 1.779 0.381 -0.84
P 1.193 -2.293 -0.098 -0.208 -1.490 -0.224 0.89
Br -2.856 -0.361 -0.099 1.253 0.348 0.255 -0.41
H 0.195 0.818 -1.209 -0.709 0.838 0.708 0.23
H -0.818 1.937 0.062 1.757 -1.982 -0.812 0.27
H 1.040 1.470 0.245 -2.358 -1.200 -0.272 0.23
H -0.783 -0.142 1.468 -0.625 0.071 2.607 0.22
H 0.436 -3.552 -0.373 0.866 0.705 -0.014 -0.08



[4]
122
Properties=species:S:1:pos:R:3:forces:R:3:lowdin_charge:R:1 method="wB97M-V/def2-TZVPD" charge=-1 gap_ev=5.40 e_lumo_ev=0.9 de_lowest_ev=1.461
Cs 0.517 0.743 -0.308 -0.199 0.830 -0.577 0.66
C -2.174 3.980 -3.611 -0.391 -0.126 -0.086 -0.08
N -1.082 4.576 -2.904 0.576 0.067 0.288 -0.13
C 0.075 5.106 -3.419 0.364 0.318 -0.146 -0.09
C 0.804 5.543 -2.363 0.101 0.205 -0.563 -0.09
N 0.121 5.290 -1.207 -0.062 -0.176 -0.030 0.01
B 0.536 5.735 0.234 -0.122 -0.133 -0.164 -0.47
N 1.923 5.114 0.557 0.204 -0.208 0.163 0.01
C 3.120 5.629 0.163 0.512 0.069 -0.077 -0.09
C 4.121 4.832 0.611 0.052 0.582 0.039 -0.11
N 3.524 3.814 1.317 -0.386 0.543 -0.404 -0.14
C 4.185 2.742 1.995 0.137 -0.421 0.214 -0.05
C 2.171 4.007 1.288 0.360 -0.133 0.156 -0.77
S 1.119 3.031 2.126 -0.799 -0.569 0.614 0.55
C -1.042 4.701 -1.545 -0.722 -0.154 0.142 -0.80
S -2.328 4.255 -0.584 -0.534 -0.419 0.495 0.58
H -1.969 3.986 -4.680 0.105 0.010 -0.025 0.08
H -3.091 4.535 -3.404 -0.005 -0.033 -0.029 0.08
H -2.326 2.957 -3.260 -0.029 0.061 -0.064 0.06
H 0.243 5.166 -4.478 0.090 0.016 -0.077 0.11
H 1.755 6.041 -2.347 0.125 0.046 -0.070 0.11
H -0.258 5.329 1.009 -0.132 0.094 0.139 0.03
H 0.664 6.925 0.215 0.148 0.425 0.042 0.07
H 3.159 6.542 -0.399 0.092 0.119 -0.072 0.11
H 5.186 4.939 0.550 0.176 0.009 -0.011 0.11
H 5.217 3.029 2.196 0.003 0.000 -0.006 0.09
H 4.167 1.825 1.397 -0.004 0.046 0.116 0.09
H 3.655 2.549 2.929 0.126 -0.031 -0.075 0.06
B 3.461 -2.515 -0.576 -0.021 0.432 -0.047 -0.45
N 3.427 -1.941 0.855 0.385 -0.466 0.193 -0.10
C 4.321 -2.245 1.803 0.167 0.084 0.296 -0.13
C 4.152 -1.374 2.864 0.177 -0.064 0.074 -0.07
C 3.103 -0.555 2.453 0.170 -0.104 -0.052 -0.21
N 2.671 -0.916 1.248 -0.403 0.682 -0.095 -0.01
N 2.053 -2.859 -1.090 0.097 -0.457 -0.077 -0.08
C 1.792 -3.877 -1.913 -0.232 -0.215 -0.365 -0.11
C 0.489 -3.756 -2.359 0.121 -0.109 -0.234 -0.08
C 0.029 -2.606 -1.726 0.115 -0.080 -0.159 -0.22
N 0.984 -2.076 -0.966 -0.215 0.338 -0.171 -0.11
H 4.113 -3.518 -0.557 0.157 -0.263 -0.001 0.07
H 3.937 -1.682 -1.308 0.134 0.175 -0.158 0.07
H 5.011 -3.059 1.684 0.089 -0.119 -0.149 0.11
H 4.700 -1.331 3.788 0.052 -0.048 0.057 0.08
H 2.661 0.275 2.968 -0.095 0.123 -0.022 0.07
H 2.531 -4.620 -2.142 0.186 -0.076 0.047 0.12
H -0.041 -4.410 -3.025 -0.071 -0.095 -0.086 0.09
H -0.942 -2.152 -1.778 -0.028 0.147 0.058 0.06
S -5.319 -1.511 -7.182 0.720 0.285 0.940 0.98
N -3.944 -0.646 -7.080 0.109 0.089 -0.148 -0.23
C -3.552 -0.637 -5.812 -0.933 -0.494 -0.538 -0.30
C -2.388 0.003 -5.284 0.669 0.351 0.548 -0.09
C -1.482 0.689 -6.096 0.023 -0.011 0.263 0.01
C -0.381 1.268 -5.508 -0.093 -0.055 -0.064 -0.04
C -0.223 1.152 -4.125 0.171 0.146 -0.235 -0.13
N -1.067 0.514 -3.350 -0.178 -0.251 0.483 0.12
C -2.136 -0.071 -3.891 0.208 0.365 -1.109 -0.14
C -3.035 -0.812 -3.020 -0.971 -0.644 0.109 -0.14
N -2.741 -0.885 -1.720 0.291 0.329 -0.055 0.13
C -3.504 -1.601 -0.929 -0.263 -0.199 0.079 -0.13
C -4.643 -2.283 -1.364 -0.046 -0.004 -0.083 -0.03
C -4.985 -2.209 -2.695 0.199 0.127 0.030 0.01
C -4.168 -1.471 -3.557 0.309 0.052 0.951 -0.09
C -4.431 -1.365 -4.958 -0.335 0.011 -1.123 -0.30
N -5.455 -1.899 -5.609 -0.163 -0.126 0.092 -0.23
H -1.670 0.739 -7.159 0.043 0.036 -0.051 0.12
H 0.351 1.793 -6.101 0.132 0.073 -0.041 0.09
H 0.617 1.596 -3.609 0.200 0.160 -0.066 0.08
H -3.193 -1.654 0.109 -0.038 -0.007 0.115 0.09
H -5.236 -2.853 -0.667 -0.035 -0.052 0.101 0.11
H -5.855 -2.710 -3.096 -0.037 -0.037 0.009 0.12
N 4.198 3.679 -2.253 0.227 -0.007 0.227 0.19
C 3.046 3.261 -2.808 0.361 0.055 -0.496 -0.69
O 2.153 2.736 -2.184 -0.363 -0.320 0.264 -0.04
C 2.962 3.472 -4.308 -0.036 -0.209 -0.103 -0.55
I 3.882 1.798 -5.307 -0.128 0.199 0.087 0.80
H 4.289 3.649 -1.245 -0.070 0.033 -0.230 0.08
H 4.922 4.126 -2.786 -0.094 -0.036 -0.024 0.11
H 3.484 4.365 -4.643 -0.039 -0.055 -0.011 0.05
H 1.922 3.490 -4.618 0.110 -0.016 0.055 0.02
N -2.308 1.668 3.255 -0.074 0.159 0.178 -0.01
C -3.473 2.304 3.467 -0.233 -0.033 -0.062 -0.10
C -4.323 1.905 2.463 -0.034 0.101 0.133 -0.07
C -3.561 1.028 1.681 0.018 0.067 0.206 -0.16
N -2.345 0.890 2.176 0.581 -0.273 -0.419 0.01
H -1.448 1.769 3.770 -0.025 0.011 -0.092 0.13
H -3.623 2.966 4.297 0.060 0.146 0.105 0.11
H -5.337 2.209 2.304 -0.176 0.100 0.004 0.09
H -3.853 0.500 0.794 0.022 -0.056 -0.171 0.09
F -4.935 -4.368 5.446 0.081 0.059 -0.086 0.03
C -3.994 -3.840 4.618 0.036 -0.030 -0.044 -0.29
C -3.275 -4.682 3.795 -0.233 -0.024 0.227 -0.02
C -2.309 -4.134 2.966 0.039 -0.004 -0.155 -0.11
C -2.055 -2.769 2.951 0.175 0.127 -0.468 -0.35
C -2.808 -1.958 3.790 -0.055 0.067 -0.040 -0.13
C -3.780 -2.476 4.626 -0.158 -0.153 0.153 -0.01
Sb -0.395 -1.811 1.841 -0.430 -1.031 1.054 1.45
C 0.375 -1.441 3.830 -0.082 0.001 -0.449 -0.37
C 0.565 -2.476 4.732 0.007 -0.138 0.042 -0.11
C 1.027 -2.235 6.015 0.093 0.059 0.170 0.00
C 1.292 -0.932 6.383 -0.029 0.060 -0.015 -0.27
F 1.755 -0.685 7.638 -0.077 -0.016 -0.213 0.04
C 1.088 0.127 5.520 0.040 0.048 0.341 -0.01
C 0.620 -0.142 4.244 -0.137 -0.054 0.067 -0.17
C 0.508 -3.736 1.530 -0.135 0.402 0.065 -0.38
C 1.707 -4.130 2.093 0.025 -0.022 0.108 -0.12
C 2.297 -5.333 1.744 0.059 -0.242 -0.077 0.00
C 1.658 -6.141 0.826 -0.110 0.001 0.097 -0.27
F 2.222 -7.329 0.481 -0.026 0.132 0.008 0.03
C 0.454 -5.784 0.252 0.113 -0.256 0.082 -0.02
C -0.106 -4.571 0.609 -0.025 -0.027 0.062 -0.18
H -3.461 -5.746 3.817 -0.040 -0.078 0.010 0.11
H -1.743 -4.797 2.328 0.018 -0.071 0.052 0.08
H -2.623 -0.896 3.794 -0.048 0.175 0.096 0.07
H -4.357 -1.842 5.283 -0.059 0.043 0.055 0.11
H 0.345 -3.492 4.431 -0.014 -0.081 0.038 0.10
H 1.176 -3.036 6.725 0.028 -0.050 0.043 0.11
H 1.298 1.135 5.844 0.026 0.110 0.030 0.12
H 0.470 0.677 3.555 0.117 0.178 -0.103 0.03
H 2.200 -3.490 2.808 0.142 0.071 0.059 0.09
H 3.243 -5.639 2.163 0.098 -0.048 0.034 0.12
H -0.016 -6.433 -0.473 -0.005 -0.059 -0.067 0.12
H -1.028 -4.258 0.139 -0.096 -0.078 -0.078 0.10



[5]
83
Properties=species:S:1:pos:R:3:forces:R:3:lowdin_spin:R:1 method="wB97M-V/def2-TZVPD" charge=-1 multiplicity=2 gap_ev="6.06 / 6.17" e_lumo_ev="1.8 / 1.8" de_lowest_ev=1.116
W 0.977 0.720 -0.529 -0.043 -0.556 -0.566 0.64
O 4.524 -0.943 1.256 -0.043 0.026 0.015 0.02
C 3.496 -0.311 1.009 0.080 -0.123 -0.064 0.01
N 2.941 -0.128 -0.194 -0.014 0.314 0.170 0.02
C 3.579 -0.874 -1.248 0.000 -0.037 -0.101 0.00
C 3.392 -0.147 -2.536 0.002 -0.020 0.106 0.00
C 4.134 -0.433 -3.675 0.056 -0.004 -0.001 0.00
C 3.913 0.304 -4.821 -0.021 0.025 -0.010 0.00
C 2.966 1.318 -4.789 0.037 -0.008 -0.062 0.00
C 2.263 1.529 -3.621 -0.063 0.056 0.032 0.00
N 2.459 0.802 -2.521 -0.048 -0.081 -0.037 0.00
C 2.727 0.334 2.116 -0.003 0.015 0.043 0.00
C 3.100 0.120 3.423 0.103 -0.068 0.050 0.00
C 2.339 0.695 4.426 0.075 -0.052 0.050 0.00
C 1.298 1.521 4.064 -0.070 0.018 -0.026 0.00
C 1.004 1.736 2.719 -0.062 0.088 -0.119 0.00
N 1.677 1.081 1.757 -0.006 0.234 0.373 0.03
H 3.148 -1.883 -1.332 -0.038 0.014 0.008 0.00
H 4.642 -0.996 -1.031 0.012 -0.027 -0.001 0.00
H 4.878 -1.218 -3.641 -0.007 0.005 0.007 0.00
H 4.476 0.103 -5.724 0.004 -0.004 0.002 0.00
H 2.768 1.932 -5.657 -0.008 0.006 0.011 0.00
H 1.500 2.289 -3.547 -0.001 -0.004 -0.021 0.00
H 3.960 -0.508 3.609 -0.008 0.005 0.000 0.00
H 2.574 0.529 5.470 0.003 -0.006 -0.009 0.00
H 0.704 2.049 4.800 0.008 -0.004 0.000 0.00
H 0.226 3.212 1.406 0.029 0.014 -0.030 0.00
O -0.073 1.709 -2.110 0.076 0.102 0.052 0.00
N -0.526 2.912 -1.724 0.053 0.059 0.010 0.01
C -1.790 3.231 -2.034 -0.015 -0.044 -0.013 0.00
C -2.318 4.427 -1.623 -0.039 0.040 0.005 0.00
C -1.522 5.289 -0.870 -0.043 -0.008 -0.021 0.00
C -0.228 4.935 -0.568 0.051 0.017 0.020 0.00
C 0.281 3.706 -0.988 0.073 -0.059 0.032 0.00
S 1.817 3.043 -0.556 0.155 0.379 -0.046 0.00
H -2.315 2.462 -2.579 -0.030 0.027 -0.004 0.00
H -3.348 4.658 -1.849 0.006 -0.008 0.001 0.00
H -1.932 6.213 -0.485 0.001 -0.011 0.007 0.00
H 0.397 5.553 0.060 -0.016 0.006 -0.007 0.00
C -1.858 -4.345 5.166 0.014 -0.017 0.002 0.00
C -1.381 -3.043 4.543 -0.019 0.029 -0.024 0.00
S -2.712 -1.852 4.511 0.088 0.069 -0.020 0.00
O -3.701 -2.317 3.565 0.003 -0.029 -0.030 0.00
O -3.122 -1.589 5.871 0.005 0.007 0.015 0.00
C -1.899 -0.425 3.823 -0.005 -0.027 -0.010 0.00
C -2.839 0.545 3.098 0.012 0.061 -0.084 0.00
N -2.043 1.299 2.126 0.019 -0.303 0.248 0.00
C -1.667 0.700 0.985 -0.344 0.076 -0.036 0.03
N -0.673 1.148 0.299 0.188 -0.219 -0.122 0.16
C 0.015 2.824 2.395 -0.016 -0.092 0.125 0.00
C -1.433 2.496 2.578 -0.008 0.257 -0.032 0.00
N -2.279 3.534 2.743 0.177 -0.197 -0.044 0.00
O -1.808 4.685 2.972 -0.016 0.135 -0.007 0.00
O -3.525 3.343 2.689 -0.144 0.037 0.000 0.00
C -2.519 -0.441 0.478 0.059 -0.048 -0.040 0.01
H -1.039 -5.063 5.183 -0.009 -0.004 0.003 0.00
H -2.677 -4.771 4.587 0.005 0.013 0.001 0.00
H -2.202 -4.182 6.187 0.000 0.003 -0.004 0.00
H -1.055 -3.167 3.509 -0.022 0.000 -0.002 0.00
H -0.567 -2.586 5.108 -0.028 0.005 0.027 0.00
H -1.176 -0.836 3.110 -0.018 0.010 -0.012 0.00
H -1.347 0.061 4.628 -0.013 -0.014 0.027 0.00
H -3.305 1.262 3.765 0.007 0.011 0.040 0.00
H -3.631 -0.002 2.595 -0.020 0.001 0.013 0.00
H 0.219 3.642 3.089 0.014 -0.009 0.009 0.00
H -3.545 -0.088 0.346 0.019 0.011 -0.002 0.00
H -2.540 -1.291 1.159 0.019 -0.005 0.017 0.00
H -2.110 -0.773 -0.473 0.013 -0.010 0.010 0.00
N -1.347 -6.006 -7.717 0.005 0.000 -0.002 0.00
C -1.086 -5.267 -6.874 -0.034 -0.074 -0.076 0.00
C -0.761 -4.345 -5.827 0.034 0.084 0.090 0.01
C 0.529 -3.819 -5.734 -0.011 -0.003 0.017 0.00
C 0.839 -2.926 -4.729 0.002 0.015 -0.016 0.01
C -0.128 -2.532 -3.793 0.005 -0.047 -0.039 0.01
C -1.417 -3.071 -3.896 0.014 -0.011 0.014 0.01
C -1.731 -3.966 -4.899 0.011 0.001 -0.004 0.00
C 0.196 -1.601 -2.768 -0.035 0.016 0.010 0.04
C 0.470 -0.808 -1.890 -0.163 0.102 -0.089 -0.01
H 1.280 -4.117 -6.454 -0.002 -0.001 -0.005 0.00
H 1.836 -2.512 -4.654 -0.006 -0.001 0.004 0.00
H -2.165 -2.776 -3.173 -0.001 -0.002 -0.001 0.00
H -2.729 -4.378 -4.971 0.000 -0.002 -0.006 0.00
Br 0.524 -1.613 0.885 -0.043 -0.157 0.176 -0.01



[6]
19
Properties=species:S:1:pos:R:3:forces:R:3:nbo_charge:R:1 method="wB97M-V/def2-TZVPD" charge=+1 smiles="C=C([NH3+])CCCO" gap_ev=9.89 e_lumo_ev=-3.7 de_lowest_ev=1.350
C 0.881 2.209 -0.561 -0.302 0.439 1.082 -0.07
O -0.232 2.820 0.096 -0.303 -0.292 -0.232 -0.72
C 1.034 0.780 -0.094 0.646 -1.061 0.200 -0.42
C 0.051 -0.231 -0.701 -0.690 1.021 -1.592 -0.50
C -0.647 -1.129 0.244 0.473 -0.833 -0.623 0.14
C -1.839 -1.059 0.767 -1.448 0.235 0.952 -0.35
N 0.179 -2.352 0.590 -0.227 0.836 -0.132 -0.69
H 0.784 2.312 -1.638 0.298 -0.074 -0.156 0.18
H 1.739 2.748 -0.163 0.250 0.101 -0.518 0.20
H -0.940 2.988 -0.533 0.067 0.067 0.031 0.48
H 0.944 0.738 0.993 -0.249 0.393 0.086 0.22
H 2.063 0.433 -0.252 -0.049 0.173 -0.303 0.22
H -0.726 0.290 -1.276 -0.276 0.378 0.762 0.26
H 0.443 -0.723 -1.610 0.493 -0.594 0.772 0.24
H -2.516 -0.221 0.692 0.388 0.386 -0.667 0.25
H -2.326 -1.776 1.419 0.611 -0.489 0.036 0.23
H 0.612 -2.724 -0.259 0.170 -0.032 0.209 0.45
H -0.386 -3.068 1.026 -0.207 -0.321 0.189 0.45
H 0.881 -2.035 1.260 0.355 -0.333 -0.096 0.45



DFT total energy: -11989.94804 -33597.74835 -82973.95378 -133162.21568 -153504.55251 -8909.27925 (eV)